1.
A cluster of 6 separate species, C18H30N3O23S6 in total in a non-equilibrium geometry, computed with ωB97M-V/def2-TZVPD.

- gap between HOMO and LUMO (eV) = 6.5

ORCA input file:
```
! RIJCOSX wB97M-V def2-TZVPD def2/J DEFGRID3
* xyz 1 1
C 4.933 -3.620 0.049
C 4.378 -5.079 0.160
O 5.201 -5.949 0.900
C 2.903 -5.088 0.692
O 1.982 -4.934 -0.447
C 0.799 -4.572 0.026
C 0.105 -5.251 1.095
C -1.157 -4.735 1.475
N -1.816 -3.668 1.019
N -1.111 -3.089 0.091
N -1.721 -1.911 -0.431
C -1.369 -0.953 0.292
O -0.907 -0.149 0.982
C 0.076 -3.432 -0.443
S 0.809 -2.433 -1.784
H 4.062 -2.932 0.130
H 5.630 -3.352 0.862
H 5.373 -3.445 -0.948
H 4.313 -5.471 -0.876
H 5.708 -5.445 1.550
H 2.789 -4.248 1.410
H 2.698 -6.053 1.197
H 0.503 -6.130 1.609
H -1.688 -5.285 2.268
H 0.293 -2.854 -2.975
C 0.213 2.738 0.293
C 1.511 2.472 1.032
O 2.449 3.381 0.458
S 1.669 4.730 0.013
O 1.831 5.695 1.041
O 1.983 4.997 -1.343
O 0.170 4.149 0.101
H 0.212 2.259 -0.691
H -0.657 2.409 0.856
H 1.855 1.446 0.919
H 1.416 2.708 2.095
C -3.678 5.231 3.356
C -3.321 3.763 3.255
O -3.480 3.445 1.865
S -3.110 4.747 0.980
O -1.760 4.604 0.528
O -4.186 5.012 0.095
O -3.142 5.825 2.166
H -4.760 5.379 3.354
H -3.251 5.700 4.240
H -3.962 3.134 3.868
H -2.276 3.589 3.525
C 5.135 5.966 0.503
C 5.604 4.551 0.765
O 7.026 4.609 0.638
S 7.545 6.058 1.125
O 7.982 5.951 2.470
O 8.356 6.608 0.101
O 6.117 6.805 1.118
H 5.120 6.187 -0.567
H 4.152 6.160 0.925
H 5.184 3.836 0.061
H 5.367 4.237 1.785
C -4.194 1.437 -1.565
C -5.111 2.172 -0.610
O -6.419 1.662 -0.896
S -6.302 0.123 -1.351
O -6.561 -0.705 -0.226
O -6.976 -0.036 -2.585
O -4.708 0.104 -1.624
H -4.238 1.866 -2.568
H -3.160 1.431 -1.220
H -5.077 3.246 -0.752
H -4.873 1.933 0.429
C -2.872 -5.452 -2.174
C -2.907 -4.513 -3.355
O -2.005 -5.098 -4.298
S -2.048 -6.706 -4.158
O -2.923 -7.226 -5.138
O -0.719 -7.169 -3.991
O -2.795 -6.761 -2.726
H -1.973 -5.282 -1.570
H -3.757 -5.360 -1.546
H -2.590 -3.505 -3.090
H -3.893 -4.469 -3.821
*
```



2.
A structure of composition C18H31AlN2 in a non-equilibrium geometry, computed with ωB97M-V/def2-TZVPD.

- relative energy (zero: lowest compared OMol25 entry of this formula, charge and spin) (kcal per mole) = 0.00
- gap between HOMO and LUMO (eV) = 7.1

ORCA input file:
```
! RIJCOSX wB97M-V def2-TZVPD def2/J DEFGRID3
* xyz 2 1
C -2.285 -0.944 1.008
H -2.482 -2.031 0.921
H -2.902 -0.445 1.780
H -1.536 -1.073 1.939
C -2.749 -0.350 -0.342
H -2.204 0.608 -0.608
H -2.516 -1.054 -1.198
C -4.310 -0.062 -0.393
H -4.572 0.202 -1.426
H -4.845 -0.949 -0.084
H -4.550 0.764 0.276
C 1.538 1.402 0.041
C 0.420 2.137 -0.447
C -0.582 2.194 0.554
C -0.135 1.468 1.713
C 1.201 0.918 1.383
C 2.181 0.426 2.392
C -0.666 1.598 3.081
C -1.782 3.054 0.530
C 0.369 2.803 -1.790
C 2.840 1.224 -0.616
Al -0.083 -0.441 0.804
H -0.326 0.773 3.725
H -0.339 2.530 3.582
H -1.769 1.623 3.086
H 1.664 -0.125 3.208
H 2.920 -0.260 1.934
H 2.750 1.252 2.882
H 2.725 1.020 -1.691
H 3.450 2.133 -0.536
H 3.405 0.411 -0.164
H -0.646 3.042 -2.065
H 0.930 3.731 -1.775
H 0.803 2.169 -2.553
H -2.605 2.618 1.123
H -1.604 4.072 0.947
H -2.159 3.212 -0.505
C 2.820 -4.544 -0.703
C 1.926 -3.373 -0.912
C 1.449 -2.800 -2.049
C 0.665 -1.743 -1.718
N 0.662 -1.640 -0.359
N 1.453 -2.660 0.100
C -0.078 -0.780 -2.590
H 2.330 -5.465 -1.007
H 3.742 -4.440 -1.273
H 3.097 -4.628 0.339
H 1.659 -3.130 -3.094
H 1.577 -2.854 1.059
H 0.609 -0.209 -3.252
H -0.787 -1.334 -3.250
H -0.670 -0.050 -2.006
*
```



3.
A cluster of 2 separate species, C18H31BBrCl3N4O3 in total in a non-equilibrium geometry, computed with ωB97M-V/def2-TZVPD.

- gap between HOMO and LUMO (eV) = 5.1

ORCA input file:
```
! RIJCOSX wB97M-V def2-TZVPD def2/J DEFGRID3
* xyz 0 1
C -3.659 -0.594 2.756
C -2.009 -0.832 2.871
C -1.216 0.567 2.445
Cl -0.490 1.234 4.008
N -0.306 0.445 1.268
C 1.162 0.533 1.571
C 1.784 -0.769 2.393
O 3.129 -0.764 2.562
O 1.014 -1.916 2.889
C -0.732 1.222 0.050
N -0.446 2.648 -0.306
B -0.880 3.677 0.686
C -2.037 4.777 0.164
O -0.435 3.861 2.082
C 0.859 2.894 -0.986
Br 2.193 4.005 -0.004
C 0.740 3.545 -2.516
C -0.023 4.992 -2.565
N -1.436 0.503 -0.926
Cl -1.937 1.343 -2.392
C -1.801 -0.955 -0.850
C -0.465 -1.812 -1.307
C -0.026 -2.997 -0.263
C 1.618 -3.023 -0.147
N 2.308 -3.915 -1.155
C 3.464 -4.719 -0.529
C 4.103 -5.571 -1.790
C 3.197 -5.171 -3.109
C 2.062 -4.086 -2.638
H -3.966 -0.001 1.793
H -4.259 -1.598 2.823
H -3.988 0.051 3.704
H -1.800 -1.111 3.993
H -1.708 -1.745 2.204
H -2.090 1.320 2.134
H 1.511 1.576 2.037
H 1.720 0.495 0.515
H 1.503 -2.218 3.734
H -2.619 5.118 1.126
H -1.444 5.741 -0.210
H -2.739 4.333 -0.660
H 0.278 4.565 2.165
H 1.371 1.831 -1.165
H 0.341 2.765 -3.313
H 1.871 3.757 -2.836
H 0.295 5.720 -1.685
H 0.153 5.508 -3.622
H -1.193 4.754 -2.529
H -2.290 -1.311 0.149
H -2.614 -1.165 -1.699
H -0.685 -2.298 -2.375
H 0.402 -1.019 -1.513
H -0.341 -4.059 -0.693
H -0.438 -2.863 0.826
H 1.860 -3.464 0.932
H 2.111 -1.939 -0.146
H 3.830 -4.728 0.589
H 4.998 -6.332 -1.768
H 3.256 -5.533 -4.225
H 1.226 -3.506 -3.220
Cl -4.284 -1.763 -1.322
*
```



4.
A structure of composition C18H31BaCl2S in a non-equilibrium geometry, computed with ωB97M-V/def2-TZVPD.

- relative energy (zero: lowest compared OMol25 entry of this formula, charge and spin) (kcal per mole) = 32.28
- gap between HOMO and LUMO (alpha / beta) (eV) = 3.4 / 3.1

ORCA input file:
```
! RIJCOSX wB97M-V def2-TZVPD def2/J DEFGRID3
* xyz -1 1
Ba 10.137 8.039 5.755
C 8.570 10.563 5.951
C 9.748 10.761 6.695
C 9.541 10.235 8.066
C 8.244 9.593 8.029
C 7.669 9.849 6.786
C 6.317 9.306 6.442
C 5.662 10.038 5.259
C 5.421 9.524 7.713
C 6.191 7.690 6.160
C 10.579 10.057 9.279
C 11.419 8.746 9.061
C 11.508 11.292 9.621
C 9.837 9.922 10.611
C 10.921 11.715 6.204
C 12.342 11.193 6.595
C 10.900 11.858 4.668
C 10.516 13.082 6.870
H 8.525 10.936 5.002
H 7.852 9.069 8.881
H 5.569 11.110 5.461
H 4.665 9.663 5.221
H 6.148 9.790 4.303
H 5.311 10.606 7.891
H 5.716 9.069 8.648
H 4.394 9.138 7.492
H 8.070 7.667 4.125
H 5.253 7.437 5.661
H 6.093 7.041 7.058
H 12.094 8.693 8.188
H 10.715 7.951 8.856
H 11.956 8.511 9.996
H 12.123 11.697 8.869
H 12.127 10.953 10.454
H 10.948 12.124 10.042
H 9.300 8.945 10.731
H 8.996 10.635 10.778
H 10.600 10.049 11.423
H 12.338 10.381 7.342
H 13.013 11.969 6.974
H 12.703 10.759 5.632
H 11.179 10.865 4.229
H 11.713 12.548 4.326
H 9.936 12.056 4.253
H 10.484 12.909 7.949
H 9.533 13.435 6.568
H 11.223 13.904 6.590
Cl 12.870 5.953 4.900
C 12.043 4.541 5.684
Cl 10.588 5.123 6.591
H 12.687 4.064 6.429
H 11.742 3.844 4.916
S 7.476 6.856 5.171
*
```



5.
A structure of composition C18H31Cl2N4O3RhS in a non-equilibrium geometry, computed with ωB97M-V/def2-TZVPD.

- relative energy (zero: lowest compared OMol25 entry of this formula, charge and spin) (kcal per mole) = 28.19
- gap between HOMO and LUMO (alpha / beta) (eV) = 5.7 / 6.2

ORCA input file:
```
! RIJCOSX wB97M-V def2-TZVPD def2/J DEFGRID3
* xyz 0 5
O 1.333 0.966 -0.898
C 1.340 1.489 -2.196
C 1.368 3.000 -2.184
C 1.037 3.716 -1.038
H 0.799 3.162 -0.143
C 1.028 5.103 -1.042
H 0.755 5.644 -0.143
C 1.366 5.800 -2.194
H 1.360 6.883 -2.200
C 1.720 5.096 -3.338
H 1.995 5.629 -4.239
C 1.718 3.708 -3.329
H 1.989 3.162 -4.224
H 2.237 1.156 -2.730
C 0.348 -0.526 -3.314
C 0.142 0.904 -2.933
H -0.236 -0.833 -4.178
H 0.108 -1.180 -2.478
H 1.401 -0.704 -3.547
C -0.966 1.615 -3.154
C -2.224 1.165 -3.815
H -0.967 2.654 -2.841
H -2.463 1.727 -4.713
H -3.075 1.256 -3.135
H -2.169 0.108 -4.089
Rh 0.000 0.000 0.000
Cl -1.004 1.816 1.042
Cl -1.578 -0.063 -1.696
C -2.421 -1.160 1.163
O -1.184 -1.273 1.175
N -3.234 -1.887 1.934
C -2.799 -3.137 2.522
C -4.579 -1.442 2.224
H -2.917 -0.445 0.508
H -1.750 -3.284 2.294
H -3.379 -3.968 2.120
H -2.934 -3.111 3.604
H -4.716 -0.427 1.864
H -4.765 -1.458 3.298
H -5.311 -2.088 1.738
H 1.828 -5.007 -0.940
H 4.382 -4.105 -0.570
C 1.852 -4.198 -1.670
C 4.093 -3.261 -1.196
N 2.655 -3.098 -1.181
H 0.839 -3.857 -1.857
C 2.088 -1.949 -0.811
O 0.861 -1.794 -0.696
H 4.553 -2.356 -0.818
H 2.778 -1.125 -0.632
H 2.258 -4.576 -2.607
H 4.441 -3.447 -2.213
N 0.240 1.072 3.774
C 0.623 -0.088 3.050
N 0.254 -1.368 3.531
S 1.619 0.039 1.759
H -0.351 0.990 4.614
H 0.557 2.007 3.482
H 0.575 -2.220 3.049
H -0.339 -1.460 4.368
*
```



6.
A structure of composition C18H31Cl4F7KMgN2NaO8P2S3 in a non-equilibrium geometry, computed with ωB97M-V/def2-TZVPD.

- relative energy (zero: lowest compared OMol25 entry of this formula, charge and spin) (kcal per mole) = 0.00
- gap between HOMO and LUMO (eV) = 3.8

ORCA input file:
```
! RIJCOSX wB97M-V def2-TZVPD def2/J DEFGRID3
* xyz 0 1
O -1.287 3.407 -0.305
S -1.090 3.932 -1.595
O -0.798 5.329 -1.584
P -2.929 3.812 -2.855
S -4.445 3.313 -1.461
S -3.139 5.907 -3.113
C 0.445 3.082 -2.323
F 1.350 3.198 -1.383
F 0.838 3.770 -3.397
C 0.209 1.564 -2.634
F -1.123 1.356 -2.811
F 0.649 0.811 -1.642
F 0.845 1.235 -3.750
H -3.915 3.128 -0.250
H -2.018 6.053 -3.816
O -3.791 4.591 1.728
H -3.128 5.273 1.909
H -3.891 4.159 2.588
Na -2.728 6.483 -0.808
F 0.122 9.387 -1.822
C 0.881 8.748 -0.873
C 1.451 9.482 0.141
C 2.183 8.785 1.103
C 2.328 7.407 1.036
C 1.760 6.707 -0.023
C 1.038 7.390 -0.974
H 1.318 10.554 0.186
H 2.623 9.335 1.926
H 2.869 6.876 1.807
H 1.856 5.639 -0.078
H 0.571 6.771 -1.719
C -0.533 -6.519 -1.060
C 0.868 -5.936 -0.801
C 1.471 -5.564 -2.161
C 0.844 -4.320 -2.798
C 0.329 -3.300 -1.777
C 1.002 -3.405 -0.404
N 0.731 -4.766 0.125
O 1.236 -4.967 1.418
C 0.305 -2.489 0.553
C 2.463 -2.955 -0.517
C 1.723 -7.034 -0.192
H -0.973 -6.829 -0.108
H -0.498 -7.393 -1.714
H -1.185 -5.776 -1.533
H 2.543 -5.399 -2.048
H 1.382 -6.419 -2.837
H 1.602 -3.829 -3.423
H 0.028 -4.612 -3.470
H 0.462 -2.287 -2.175
H -0.754 -3.423 -1.652
H -0.704 -2.806 0.756
H 0.254 -1.469 0.168
H 0.851 -2.471 1.494
H 2.515 -1.924 -0.879
H 3.041 -3.576 -1.200
H 2.934 -2.997 0.464
H 1.765 -7.879 -0.888
H 1.307 -7.378 0.750
H 2.736 -6.684 -0.007
C 1.681 -2.842 5.126
Cl 2.709 -2.191 6.417
Cl 0.746 -1.526 4.420
Cl 2.668 -3.632 3.914
Cl 0.562 -4.023 5.828
K -2.603 2.312 1.064
F -0.054 4.978 0.740
O -3.551 1.685 5.092
P -3.111 0.238 5.284
O -2.004 -0.044 4.277
O -4.259 -0.736 5.044
O -2.667 -0.016 6.713
N -1.639 -4.769 0.811
H -2.166 -5.071 -0.001
H -1.952 -3.850 1.108
H -1.781 -5.431 1.572
H -0.537 -4.724 0.541
Mg 1.157 -3.437 -5.244
*
```



7.
A cluster of 3 separate species, C18H31F8NO8S in total in a non-equilibrium geometry, computed with ωB97M-V/def2-TZVPD.

- SMILES = C[C@@H]1OC(=O)[C@@H](N)[C@]1([C@@H](C)F)S(=O)(=O)C(F)(F)C(F)(F)C(F)(F)F.COCCOC.COCCOC
- gap between HOMO and LUMO (eV) = 9.0

ORCA input file:
```
! RIJCOSX wB97M-V def2-TZVPD def2/J DEFGRID3
* xyz 0 1
C -0.744 5.689 3.653
C -0.650 5.556 2.062
O -1.449 6.683 1.524
C -2.185 6.362 0.325
O -3.122 7.014 -0.147
C -1.492 4.989 -0.111
N -0.194 5.490 -0.722
C -1.318 4.264 1.339
C -0.341 3.032 0.936
C 1.213 3.327 1.144
F -0.656 1.801 1.589
S -2.914 3.739 2.188
O -3.660 4.957 2.714
O -2.638 2.893 3.420
C -3.996 2.673 1.091
F -3.512 1.334 1.264
F -3.878 2.943 -0.290
C -5.528 2.644 1.552
F -5.599 2.205 2.906
F -6.150 1.608 0.790
C -6.350 4.000 1.312
F -7.486 3.652 0.520
F -5.672 4.985 0.590
F -6.852 4.449 2.538
H -1.084 4.755 4.202
H -1.352 6.626 3.899
H 0.324 5.914 4.029
H 0.395 5.864 1.745
H -1.913 4.375 -0.969
H -0.406 6.321 -1.287
H 0.223 4.736 -1.284
H -0.514 2.857 -0.188
H 1.563 4.345 0.778
H 1.776 2.550 0.502
H 1.491 3.098 2.226
C 1.592 -3.361 0.315
O 0.191 -3.587 0.231
C -0.575 -2.481 0.702
C -1.006 -1.556 -0.435
O 0.112 -0.954 -1.087
C 0.519 -1.667 -2.248
H 2.087 -4.039 -0.383
H 1.868 -2.336 0.052
H 1.942 -3.577 1.328
H -0.024 -1.933 1.472
H -1.475 -2.894 1.168
H -1.602 -0.741 -0.010
H -1.635 -2.082 -1.160
H -0.113 -1.373 -3.093
H 0.465 -2.750 -2.126
H 1.552 -1.395 -2.470
C 5.640 -8.037 -3.334
O 4.241 -8.195 -3.137
C 3.866 -8.128 -1.763
C 3.416 -6.726 -1.357
O 4.467 -5.770 -1.478
C 4.436 -5.075 -2.718
H 5.803 -7.721 -4.365
H 6.074 -7.284 -2.670
H 6.147 -8.992 -3.171
H 4.683 -8.482 -1.125
H 3.022 -8.812 -1.631
H 3.127 -6.748 -0.300
H 2.540 -6.408 -1.932
H 3.717 -4.252 -2.654
H 4.169 -5.714 -3.561
H 5.429 -4.660 -2.900
*
```